No. 1
43
Properties=species:S:1:pos:R:3 method="wB97M-V/def2-TZVPD" relative_energy_kcal_mol=119.3 max_force_ev_per_a=10.7 spin_multiplicity=1 charge=+1 homo_energy_ev="-10.68 / -10.68" homo_lumo_gap_ev="5.2 / 5.2" energy_ev=-45371.54908 lumo_energy_ev="-5.44 / -5.44"
C 1.0072 -1.2978 -2.8497
C 1.0790 -0.8976 -1.5009
N -0.1056 -0.7371 -0.8056
C -1.3068 -1.0141 -1.3704
C -1.4013 -1.3854 -2.7046
C -0.2232 -1.5238 -3.4545
C 2.3191 -0.5854 -0.8399
P 2.3306 -0.3387 0.9267
Hf -0.0147 -0.1729 1.3330
P -2.3381 0.0085 1.0698
C -2.5301 -1.0178 -0.4678
O 1.8441 2.1905 -1.6241
O -0.8100 2.6530 -1.3310
H 1.9378 -1.4250 -3.4145
H -2.3867 -1.5926 -3.1425
H -0.2685 -1.8244 -4.5038
C 3.0916 -1.7386 1.8085
C 3.4050 1.0775 1.3192
H -3.4340 -0.7217 -1.0212
H -2.6886 -2.0534 -0.1120
H 2.0553 1.2526 -1.3621
H 3.2452 -0.8434 -1.3560
C -3.3335 -0.8011 2.3497
C -3.1256 1.5959 0.7179
H 0.3892 1.4472 1.2294
H -0.7078 3.5437 -0.9608
H 0.1313 2.4101 -1.5541
H 2.1914 2.2608 -2.5291
H -0.1186 -1.5696 1.7107
H -0.1177 1.3010 0.4426
H 4.1325 -1.8688 1.4786
H 3.0692 -1.5439 2.8941
H 2.5200 -2.6547 1.5995
H 4.4481 0.8375 1.0659
H 3.0805 1.9495 0.7309
H 3.3317 1.3111 2.3949
H -4.1912 1.4540 0.4766
H -3.0347 2.2507 1.6016
H -2.5919 2.0602 -0.1295
H -4.3919 -0.8531 2.0504
H -2.9449 -1.8142 2.5375
H -3.2386 -0.2237 3.2821
I -0.3050 0.8949 4.0145

No. 2
23
Properties=species:S:1:pos:R:3 method="wB97M-V/def2-TZVPD" relative_energy_kcal_mol=51.2 max_force_ev_per_a=2.3 spin_multiplicity=1 charge=0 homo_energy_ev=-8.13 homo_lumo_gap_ev=9.1 energy_ev=-10001.53606 smiles="C/C=C/N.CCCO" lumo_energy_ev=1.00
C -1.2809 -2.6628 1.5808
C -1.4457 -1.1388 1.6402
C -0.3585 -0.3691 1.9578
N -0.2685 1.0277 1.9167
H -0.2694 -2.8592 1.9701
H -2.0783 -3.2488 2.0739
H -1.2920 -3.0462 0.5539
H -2.3895 -0.7097 1.3749
H 0.5984 -0.8762 2.2770
H 0.1974 1.4543 2.6920
H -1.1654 1.5104 1.7679
C -0.3365 1.7694 -0.9961
C 0.6434 1.3339 -2.0934
C 1.5313 0.1845 -1.6107
O 2.5208 -0.0175 -2.6476
H 0.3134 2.0730 -0.1153
H -1.0045 2.5446 -1.4260
H -1.0169 0.9312 -0.7081
H 1.3781 2.1745 -2.2925
H 0.1386 1.0025 -2.9891
H 0.9332 -0.7120 -1.4040
H 2.0452 0.5652 -0.6826
H 2.6064 -0.9307 -2.8400

No. 3
11
Properties=species:S:1:pos:R:3 method="wB97M-V/def2-TZVPD" relative_energy_kcal_mol=0.0 max_force_ev_per_a=4.7 spin_multiplicity=1 charge=+1 homo_energy_ev="-14.59 / -14.58" homo_lumo_gap_ev="7.9 / 7.9" energy_ev=-78234.84675 lumo_energy_ev="-6.69 / -6.69"
C 0.9860 0.9162 -0.0309
C -1.4923 -0.2410 -0.0004
C 0.8452 -0.6394 0.0614
N -0.1543 1.5408 0.2627
N -0.5284 -1.0630 -0.0246
O 2.0515 1.4324 -0.2152
Br -3.2629 -0.2008 -0.0280
H 1.4359 -1.0975 -0.7376
H 1.2790 -0.9570 1.0168
H -0.4890 2.3873 -0.1773
H -0.6707 -2.0778 -0.1269

No. 4
110
Properties=species:S:1:pos:R:3 method="wB97M-V/def2-TZVPD" relative_energy_kcal_mol=15.7 max_force_ev_per_a=3.3 spin_multiplicity=1 charge=0 homo_energy_ev=-9.03 homo_lumo_gap_ev=9.3 energy_ev=-147384.11085 lumo_energy_ev=0.27
C 1.5581 -4.1713 0.7502
C 0.7180 -3.3455 1.6921
O 1.5454 -3.0242 2.7865
C 2.5559 -3.9963 2.7503
O 3.4639 -4.0511 3.5375
O 2.5071 -4.7394 1.6712
F -0.4670 -3.8942 2.1698
H 2.1153 -3.4840 0.0678
H 0.9593 -4.9586 0.2893
H 0.3721 -2.4004 1.2526
C 1.9357 4.9928 -2.0065
C 0.9136 5.5092 -2.9741
O 1.4532 5.0382 -4.2099
C 2.6637 4.5146 -4.0782
O 3.3112 4.1327 -5.0327
O 3.0879 4.5009 -2.7816
F 0.6563 6.8518 -2.9212
H 1.4998 4.0706 -1.5807
H 2.3744 5.7514 -1.3872
H 0.0125 5.0070 -2.7946
C -1.1890 0.9974 -3.3961
C -1.4703 2.3224 -2.7148
O -2.7844 2.0953 -2.2856
C -3.3801 1.1651 -3.0256
O -4.5504 0.9085 -2.9087
O -2.5163 0.4973 -3.8236
F -1.4636 3.3808 -3.5930
H -0.6590 0.2446 -2.8348
H -0.6331 1.1976 -4.2708
H -0.9281 2.5794 -1.7913
C -3.7727 -2.1667 1.9018
C -2.6668 -1.5330 1.0422
O -2.3484 -0.3992 1.7181
C -3.1526 -0.1882 2.7714
O -3.0846 0.7638 3.4443
O -4.0844 -1.1672 2.8519
F -3.0047 -1.2486 -0.2078
H -3.4743 -3.0624 2.4500
H -4.6434 -2.4348 1.3940
H -1.7807 -2.1685 1.0011
C 4.0982 -0.2223 -3.7264
C 2.8366 -1.0664 -3.8948
O 1.9130 -0.0501 -4.0198
C 2.2836 1.0779 -3.4081
O 1.5389 1.8496 -2.8858
O 3.5837 0.9685 -3.2170
F 2.5534 -1.7138 -2.7212
H 4.5598 -0.1900 -4.7552
H 4.8996 -0.5253 -3.0484
H 2.7138 -1.8566 -4.6743
C 1.4880 1.9410 0.4062
C 0.3845 1.1399 1.0698
O 0.9552 -0.0696 1.4075
C 2.1291 -0.2361 0.7289
O 2.6040 -1.3024 0.6777
O 2.5595 0.8886 0.1580
F -0.6471 0.9229 0.0635
H 1.7828 2.7712 1.0840
H 1.0881 2.4339 -0.4562
H -0.1076 1.5662 1.9575
C 5.4674 -0.0802 2.4512
S 6.6250 0.2177 3.8587
O 5.9536 1.1945 4.7883
C 6.2942 -1.3981 4.6493
H 4.4267 -0.0622 2.9037
H 5.6555 -0.9358 1.8640
H 5.5042 0.7983 1.7807
H 5.2482 -1.6127 4.4811
H 6.5661 -1.3690 5.6987
H 6.9383 -2.0724 4.1110
C 2.9403 2.5003 4.2917
S 1.2673 2.9771 4.6252
O 0.5865 3.0935 3.2850
C 0.6406 1.4387 5.3237
H 3.4031 1.9710 5.1321
H 3.5279 3.4049 4.0327
H 2.8000 1.8607 3.4129
H 1.0383 0.4529 4.8658
H -0.3961 1.3996 5.2051
H 0.8299 1.4380 6.3850
C -2.4141 -5.8441 -2.7816
S -1.8976 -6.5214 -1.1768
O -0.4363 -6.3815 -1.1719
C -2.5525 -5.2304 -0.1503
H -2.1615 -4.7795 -2.8894
H -3.4254 -5.8800 -3.0135
H -1.8881 -6.5383 -3.4847
H -2.3956 -5.4771 0.9234
H -3.5822 -5.1058 -0.3962
H -2.0657 -4.3031 -0.3807
C -6.8781 -1.7757 -1.7972
S -5.1862 -2.6001 -2.2315
O -5.0949 -3.8639 -1.4122
C -5.5919 -3.2114 -3.9316
H -7.6202 -2.4228 -2.1221
H -6.9320 -0.8818 -2.4329
H -6.9514 -1.5042 -0.7457
H -6.2223 -4.0927 -3.9285
H -4.6304 -3.3331 -4.4149
H -5.9689 -2.3772 -4.4711
C -2.4140 3.2673 1.5421
S -1.8919 4.5811 0.3812
O -0.6643 3.8933 -0.1856
C -1.0998 5.7716 1.4681
H -1.5943 2.9865 2.2738
H -2.4302 2.4751 0.7486
H -3.4429 3.2883 1.8711
H -0.2561 5.3431 2.0689
H -1.7281 6.2469 2.1757
H -0.7666 6.6392 0.8505

No. 5
54
Properties=species:S:1:pos:R:3 method="wB97M-V/def2-TZVPD" relative_energy_kcal_mol=40.7 max_force_ev_per_a=0.8 spin_multiplicity=1 charge=0 homo_energy_ev=-8.18 homo_lumo_gap_ev=8.7 energy_ev=-35417.39058 smiles="CCO[C@@H]1OC(C(N)=O)=C[C@H](c2cn(C(C)=O)c3ccccc23)[C@H]1CCCO" lumo_energy_ev=0.48
C 2.5571 0.2519 3.9766
C 1.9946 1.0924 2.8339
O 1.3916 0.3111 1.8120
C 2.2666 -0.2669 0.8898
O 3.0129 0.7097 0.2016
C 2.2741 1.4396 -0.7079
C 2.8741 2.7498 -1.0953
N 4.0487 3.0196 -0.4834
O 2.3470 3.5012 -1.8882
C 1.1199 1.0261 -1.2256
C 0.5051 -0.3083 -0.9257
C -0.8737 -0.1120 -0.3664
C -1.3152 -0.2569 0.9043
N -2.6704 0.0364 0.9952
C -3.4472 0.0068 2.1359
C -2.7197 -0.3893 3.3990
O -4.6244 0.2788 2.1180
C -3.1091 0.3819 -0.2825
C -4.3648 0.7532 -0.7339
C -4.5003 1.0401 -2.0798
C -3.4196 0.9579 -2.9542
C -2.1677 0.5876 -2.5068
C -2.0063 0.2981 -1.1565
C 1.4531 -1.1591 -0.0616
C 2.4127 -1.9676 -0.9465
C 1.7654 -3.2074 -1.5638
C 1.6191 -4.3541 -0.5603
O 0.9583 -5.4692 -1.1061
H 1.7857 -0.4032 4.3738
H 2.9060 0.9078 4.7691
H 3.3920 -0.3584 3.6405
H 1.1884 1.7333 3.1993
H 2.7777 1.7284 2.4050
H 3.0339 -0.8697 1.4052
H 4.4752 2.3349 0.1151
H 4.5437 3.8621 -0.7204
H 0.6046 1.6843 -1.9058
H 0.3740 -0.8197 -1.8888
H -0.7501 -0.5340 1.7682
H -3.4252 -0.3529 4.2248
H -1.8978 0.2950 3.5963
H -2.3273 -1.3999 3.3090
H -5.2016 0.8158 -0.0589
H -5.4666 1.3342 -2.4610
H -3.5666 1.1895 -3.9988
H -1.3339 0.5265 -3.1900
H 0.8695 -1.8381 0.5623
H 2.7871 -1.3164 -1.7392
H 3.2741 -2.2855 -0.3534
H 2.3846 -3.5531 -2.3968
H 0.7776 -2.9679 -1.9615
H 2.6118 -4.6421 -0.1812
H 1.0043 -4.0474 0.2883
H 1.4386 -5.7657 -1.8874

No. 6
48
Properties=species:S:1:pos:R:3 method="wB97M-V/def2-TZVPD" max_force_ev_per_a=0.5 spin_multiplicity=1 charge=+2 homo_energy_ev="-12.99 / -13.00" homo_lumo_gap_ev="3.6 / 3.6" energy_ev=-231160.61493 lumo_energy_ev="-9.42 / -9.42"
Mo -0.9831 0.2798 0.2623
C 1.6621 -0.7891 -1.0583
C 2.4068 -0.0960 0.0724
C 1.8727 -0.3941 1.4477
C 2.7481 -0.7353 2.4708
C 2.2664 -1.0241 3.7342
C 0.8983 -0.9582 3.9592
C 0.0846 -0.5927 2.9134
N 0.5487 -0.3232 1.6757
N 0.3929 -0.1239 -1.4721
C -0.3645 -1.0707 -2.3293
C -0.8839 -2.2095 -1.4903
C -0.9814 -3.4999 -1.9708
C -1.5037 -4.4881 -1.1485
C -1.9053 -4.1524 0.1342
C -1.7787 -2.8404 0.5451
N -1.2756 -1.8831 -0.2443
C 0.6819 1.1659 -2.1926
C 0.1627 2.3062 -1.3489
C -0.3277 3.4872 -1.7732
C -1.1916 4.2498 -0.8378
C -1.8328 3.3269 0.2141
C -0.8137 2.4472 0.8603
N 0.0791 1.9198 -0.0351
H 1.4190 -1.8086 -0.7582
H 2.3122 -0.8543 -1.9354
H 2.4339 0.9851 -0.0837
H 3.4406 -0.4385 0.0367
H 3.8082 -0.7810 2.2626
H 2.9454 -1.2939 4.5320
H 0.4693 -1.1691 4.9281
H -0.9856 -0.4845 3.0536
H 0.2590 -1.4451 -3.1459
H -1.2101 -0.5312 -2.7600
H -0.6538 -3.7283 -2.9761
H -1.5932 -5.5053 -1.5055
H -2.3185 -4.8893 0.8077
H -2.1010 -2.5343 1.5324
H 0.1801 1.1614 -3.1587
H 1.7525 1.2597 -2.3826
H -0.2232 3.8212 -2.7961
H -1.9488 4.8227 -1.3760
H -2.5122 3.8272 0.8991
H -0.4818 2.6083 1.8799
Se 1.7136 5.0389 0.5348
Se -0.2784 5.7381 0.1885
Te -2.9782 1.8836 -1.0130
Se -3.4113 0.3150 0.8477

No. 7
86
Properties=species:S:1:pos:R:3 method="wB97M-V/def2-TZVPD" relative_energy_kcal_mol=80.9 max_force_ev_per_a=3.5 spin_multiplicity=1 charge=0 homo_energy_ev=-10.21 homo_lumo_gap_ev=9.5 energy_ev=-735572.16380 lumo_energy_ev=-0.68
O -7.2928 -4.0540 -4.3593
S -6.2968 -4.2134 -5.4218
O -6.6577 -4.5083 -6.7933
O -5.3326 -2.7935 -5.4437
C -5.9691 -1.4510 -5.5725
C -6.5930 -1.2360 -6.9538
C -4.8399 -5.2034 -4.8620
H -5.3155 -0.6667 -5.1908
H -6.7493 -1.5227 -4.8148
H -7.4033 -1.9446 -7.1253
H -5.8351 -1.3364 -7.7307
H -7.0189 -0.2352 -7.0257
H -4.5151 -4.7743 -3.9141
H -4.0016 -5.0731 -5.5464
H -5.0540 -6.2379 -4.5934
O 5.5687 -5.8241 6.7916
S 6.1323 -5.3167 5.5562
O 5.2538 -4.4558 4.7357
O 7.5451 -4.5027 5.8957
C 8.3206 -4.8426 7.0061
C 9.7601 -4.3144 6.7697
C 6.9629 -6.6609 4.5432
H 8.3774 -5.9085 7.2264
H 7.8945 -4.3419 7.8755
H 10.2851 -4.8121 5.9544
H 10.3474 -4.5266 7.6631
H 9.7902 -3.2532 6.5225
H 7.6580 -7.1489 5.2264
H 7.5482 -6.1733 3.7636
H 6.1968 -7.2797 4.0761
O 6.5571 2.4543 -0.9268
S 7.6107 1.5778 -0.4141
O 8.7872 1.2810 -1.1793
O 8.0413 2.2452 1.1126
C 9.3410 1.9900 1.5538
C 9.4894 2.4834 3.0265
C 6.8321 -0.0126 0.0527
H 10.0696 2.4948 0.9194
H 9.6754 0.9541 1.4968
H 10.5146 2.4859 3.3967
H 8.9117 1.8689 3.7170
H 9.1175 3.4940 3.1954
H 6.9282 -0.5786 -0.8738
H 5.8227 0.2459 0.3728
H 7.5925 -0.3663 0.7490
O -1.3337 9.9876 -1.4057
S -2.2229 9.5898 -2.5271
O -1.8861 9.7667 -3.9700
O -2.8318 8.0407 -2.2920
C -1.8872 7.0074 -2.1345
C -1.9523 6.4736 -0.6929
C -3.8180 10.4116 -2.4608
H -0.8719 7.3183 -2.3810
H -2.3292 6.2424 -2.7727
H -2.1662 7.2231 0.0691
H -1.0615 5.8895 -0.4617
H -2.7466 5.7358 -0.5795
H -3.6338 11.4684 -2.6544
H -4.0888 10.4411 -1.4054
H -4.3797 9.9642 -3.2808
C -2.0328 -11.8614 4.6004
Br -0.2148 -12.7257 4.6647
Br -1.7598 -9.9489 4.3457
Br -2.9673 -12.1882 6.2660
H -2.6507 -12.2669 3.7993
C -2.3184 -1.9907 2.0738
Br -1.7251 -1.1264 0.3493
Br -4.0949 -2.8285 1.7280
Br -2.1612 -0.8007 3.6291
H -1.5557 -2.7455 2.2652
C 2.0725 0.5726 -6.8146
Br 3.8004 0.6369 -7.5954
Br 1.0670 -1.0633 -7.2589
Br 1.1905 2.2015 -7.3934
H 2.1063 0.6496 -5.7279
C -8.7823 3.1177 1.3602
C -10.2457 3.5477 1.7530
O -10.5165 4.6510 0.9116
S -9.6543 4.6667 -0.4662
O -8.8154 5.8436 -0.3979
O -10.5497 4.3634 -1.5657
O -8.8004 3.3468 -0.0578
H -8.8289 2.0713 1.6615
H -8.0164 3.6580 1.9165
H -10.4060 3.8997 2.7721
H -10.9879 2.7535 1.6732

No. 8
60
Properties=species:S:1:pos:R:3 method="wB97M-V/def2-TZVPD" relative_energy_kcal_mol=4.0 max_force_ev_per_a=1.3 spin_multiplicity=3 charge=0 homo_energy_ev="-6.23 / -7.98" homo_lumo_gap_ev="5.0 / 5.1" energy_ev=-59141.67997 lumo_energy_ev="-1.19 / -2.86"
Pd 0.4771 -1.2796 -0.2113
N -5.6820 0.6678 7.8268
C -5.0114 0.4592 6.9164
C -4.1745 0.2005 5.7839
C -4.7406 -0.0540 4.5350
C -3.9277 -0.3004 3.4453
C -2.5341 -0.3019 3.5683
C -1.9824 -0.0447 4.8271
C -2.7871 0.2022 5.9230
C -1.6673 -0.5578 2.3983
C -0.6674 0.3828 2.0897
C -0.4825 1.6766 2.6916
C 0.6019 2.2541 2.0819
C 1.0578 1.3248 1.1255
N 0.3086 0.2063 1.1304
C -1.9046 -1.7133 1.6118
C -2.8380 -2.7728 1.9018
C -2.7946 -3.6469 0.8492
C -1.8314 -3.1350 -0.0514
N -1.2979 -1.9851 0.4055
H -5.8170 -0.0493 4.4254
H -4.3720 -0.4771 2.4742
H -0.9064 -0.0539 4.9449
H -2.3493 0.3856 6.8953
H -1.1177 2.1170 3.4408
H 1.0262 3.2265 2.2718
H 1.8974 1.4542 0.4626
H -3.4328 -2.8480 2.7957
H -3.3560 -4.5569 0.7170
H -1.5332 -3.5581 -0.9954
N 2.2313 1.5495 -3.3412
C 1.3936 2.3890 -4.0879
C 1.9400 3.3695 -4.9024
C 1.1142 4.2147 -5.6300
C -0.2608 4.0962 -5.5295
C -0.8109 3.1158 -4.7137
C 0.0104 2.2536 -4.0100
S -0.6791 0.9107 -3.0811
N 0.5932 0.3304 -2.1807
C 1.8112 0.6609 -2.3770
C 2.8357 0.0457 -1.5232
C 4.1984 0.3275 -1.6345
C 5.1081 -0.3201 -0.8265
C 4.6563 -1.2531 0.0927
C 3.2952 -1.4705 0.1761
N 2.4116 -0.8319 -0.5906
H 3.2172 1.6632 -3.4825
H 3.0186 3.4629 -4.9673
H 1.5527 4.9679 -6.2705
H -0.9057 4.7588 -6.0905
H -1.8857 3.0076 -4.6329
H 4.5534 1.0567 -2.3482
H 6.1657 -0.1095 -0.9094
H 5.3378 -1.7973 0.7289
H 2.8820 -2.1803 0.8782
N 2.8704 -5.9421 -4.0159
C 2.1449 -5.0976 -3.6952
N 1.2902 -4.1526 -3.4155
C 1.0358 -3.4539 -2.4066
N 0.7129 -2.7942 -1.4947

No. 9
11
Properties=species:S:1:pos:R:3 method="wB97M-V/def2-TZVPD" relative_energy_kcal_mol=80.5 max_force_ev_per_a=4.1 spin_multiplicity=1 charge=0 homo_energy_ev=-8.97 homo_lumo_gap_ev=9.9 energy_ev=-8563.03683 lumo_energy_ev=0.90
C -1.9210 -0.3473 -0.1374
N -0.0859 0.9004 0.3847
N 2.0980 0.3964 -0.1587
N -1.3399 0.7094 0.1478
N 0.9434 0.0129 0.1041
N 0.6746 -1.2218 0.3404
H -1.4102 -1.3372 -0.2652
H -3.0110 -0.4681 -0.2508
H 0.1529 1.8220 0.0531
H 2.4392 1.3965 -0.2419
H 1.4600 -1.8633 0.0239

No. 10
43
Properties=species:S:1:pos:R:3 method="wB97M-V/def2-TZVPD" relative_energy_kcal_mol=319.5 max_force_ev_per_a=14.1 spin_multiplicity=1 charge=0 homo_energy_ev=-7.46 homo_lumo_gap_ev=8.1 energy_ev=-35310.40985 lumo_energy_ev=0.69
C -5.7740 -1.8762 -0.6593
C -5.1767 -0.9953 0.3748
O -5.6064 -0.9920 1.4830
N -4.3444 -0.0882 0.0272
C -3.6814 -0.0897 -1.3554
H -4.1891 -0.6468 -1.9139
C -2.3128 -0.3689 -0.8353
N -1.6916 0.6603 -0.1176
C -0.3384 0.8842 -0.1019
C 0.3550 1.3120 -1.1734
C 1.6059 1.8304 -1.1860
C 2.3752 1.5366 -0.1874
C 1.9009 0.7688 0.9595
C 0.5486 0.7481 1.1436
H 0.1037 0.2468 1.8925
H 2.3937 0.7440 2.0871
N 3.8481 1.6538 -0.1019
H 4.0930 1.9067 -1.0221
C 4.9367 1.3765 0.6432
C 5.1978 -0.0902 0.4760
C 4.3895 -1.1710 -0.1382
C 5.0410 -2.2601 -0.1442
C 6.4835 -2.1001 -0.0263
S 6.8290 -0.5727 0.6049
H 7.2657 -2.7727 -0.4303
H 4.7853 -3.2492 -0.6369
H 3.3806 -1.2672 -0.1675
H 5.7502 2.0771 0.6072
H 4.3972 1.2760 1.8533
H 2.1380 1.9757 -2.0443
H -0.2729 1.6549 -2.0927
C -2.3764 0.4434 1.1469
H -1.8943 1.2071 2.0186
C -3.8535 0.6577 1.0637
H -4.4154 0.5358 2.0128
H -3.9025 2.0361 0.8267
H -2.2173 -0.5526 1.4896
H -1.6859 -0.0966 -1.6741
H -2.1527 -1.2538 -0.6725
H -3.9117 1.2586 -1.4358
H -4.9392 -2.5738 -0.9705
H -6.7393 -2.4482 -0.1001
H -6.3425 -1.3257 -1.5231